No. 1
{"formula": "C28H41IrN7O8PS3", "method": "ωB97M-V/def2-TZVPD", "spin_multiplicity": 1, "fmax_ev_per_a": 0.492, "homo_lumo_gap_ev": 8.030, "molar_mass_g_mol": 923.07, "relative_energy_ev": 0.194, "total_charge": 2, "e_lumo_ev": -5.0, "symbols": ["Ir", "C", "C", "C", "C", "C", "C", "C", "S", "O", "O", "N", "C", "C", "O", "O", "H", "H", "H", "H", "H", "H", "H", "H", "H", "N", "C", "P", "O", "O", "C", "N", "H", "H", "H", "H", "H", "H", "H", "H", "H", "H", "C", "C", "C", "C", "C", "C", "C", "S", "C", "O", "H", "H", "H", "H", "H", "H", "H", "H", "H", "H", "C", "N", "C", "N", "O", "H", "H", "H", "H", "H", "H", "N", "C", "N", "C", "C", "C", "C", "C", "C", "S", "H", "H", "H", "H", "H", "H"], "xyz": [[0.0644, 0.8069, -0.1924], [-1.5128, -5.8627, -5.1314], [-1.4063, -4.9746, -3.9260], [-0.8995, -3.6783, -4.0430], [-0.8210, -2.8410, -2.9449], [-1.2626, -3.2917, -1.7058], [-1.7882, -4.5691, -1.5698], [-1.8445, -5.4021, -2.6763], [-1.1300, -2.3122, -0.2426], [-2.2459, -2.6703, 0.5973], [0.1933, -2.5162, 0.3315], [-1.2041, -0.7688, -0.6524], [-2.3059, -0.3923, -1.5544], [-2.0613, 0.9832, -2.1272], [-2.6067, 1.4246, -3.1061], [-1.2125, 1.7149, -1.4211], [-0.6101, -5.8132, -5.7401], [-2.3487, -5.5493, -5.7595], [-1.6801, -6.8994, -4.8471], [-0.5893, -3.3170, -5.0169], [-0.4649, -1.8247, -3.0621], [-2.1541, -4.9029, -0.6084], [-2.2501, -6.3997, -2.5671], [-3.2707, -0.3386, -1.0390], [-2.4343, -1.0936, -2.3773], [-0.3955, 4.0646, -2.6818], [1.0075, 3.5824, -2.8533], [1.7970, 3.6426, -1.1884], [1.8743, 5.0454, -0.7669], [1.0889, 2.6268, -0.3079], [3.4909, 2.9208, -1.3994], [3.6009, 1.7046, -0.5343], [-0.9166, 3.3017, -2.1634], [-0.8668, 4.2006, -3.5765], [-0.4159, 4.9443, -2.1594], [1.5240, 4.2477, -3.5427], [0.9622, 2.5708, -3.2545], [4.2339, 3.6507, -1.0856], [3.6965, 2.6192, -2.4257], [2.9625, 0.9788, -0.8987], [3.2423, 1.8758, 0.4104], [4.5536, 1.3476, -0.4763], [-3.0123, -0.6500, 5.8671], [-1.8243, -0.6942, 4.9521], [-0.8300, 0.2855, 5.0280], [0.2771, 0.2458, 4.2041], [0.3933, -0.7854, 3.2750], [-0.5718, -1.7858, 3.1963], [-1.6742, -1.7292, 4.0326], [1.7416, -0.9370, 2.1518], [3.0939, -0.3311, 3.1449], [1.6689, 0.2058, 1.0761], [-3.1645, 0.3474, 6.2761], [-2.8669, -1.3348, 6.7049], [-3.9205, -0.9601, 5.3507], [-0.9271, 1.0896, 5.7474], [1.0248, 1.0209, 4.2869], [-0.4658, -2.5917, 2.4843], [-2.4273, -2.5050, 3.9681], [2.9238, 0.7040, 3.4337], [3.9994, -0.4249, 2.5486], [3.1720, -0.9686, 4.0244], [2.8346, -2.0025, -4.2063], [2.2213, -0.8319, -3.5902], [1.8267, -0.7778, -2.3122], [2.1336, -1.7806, -1.4907], [1.2538, 0.2958, -1.9090], [3.0340, -1.7773, -5.2494], [2.1716, -2.8687, -4.1591], [3.7847, -2.2386, -3.7270], [1.8741, -0.0928, -4.1790], [2.4534, -2.6511, -1.8865], [1.5925, -1.8697, -0.6229], [-2.9661, 0.2377, 1.3727], [-2.2621, 1.3043, 1.7391], [-1.0007, 1.5667, 1.4176], [-0.5358, 2.6808, 2.1721], [0.7754, 3.1170, 2.3374], [1.0373, 4.2108, 3.1419], [0.0159, 4.8800, 3.8129], [-1.2843, 4.4243, 3.7121], [-1.5312, 3.3232, 2.9046], [-3.0393, 2.4751, 2.7564], [-2.4923, -0.5545, 0.9623], [-3.8947, 0.1116, 1.7362], [1.5822, 2.5910, 1.8582], [2.0581, 4.5517, 3.2527], [0.2412, 5.7381, 4.4305], [-2.0877, 4.8997, 4.2588]]}

***

No. 2
{"formula": "C3H2ClNO2", "method": "ωB97M-V/def2-TZVPD", "spin_multiplicity": 1, "fmax_ev_per_a": 3.392, "homo_lumo_gap_ev": [5.913, 9.671], "molar_mass_g_mol": 119.51, "relative_energy_ev": 4.639, "e_lumo_ev": [-2.6, -0.2], "symbols": ["C", "C", "C", "N", "O", "O", "Cl", "H", "H"], "xyz": [[3.3896, -0.9355, -0.4293], [2.8303, 0.1107, 0.4946], [-0.5965, -0.6002, -0.3931], [2.0552, -0.5218, -0.3942], [4.2161, -1.6638, -0.9095], [3.0590, 0.9467, 1.3088], [-0.7118, -1.6035, 0.9709], [-0.5842, -1.0990, -1.3641], [-0.8044, 0.5840, -0.2492]]}

***

No. 3
{"formula": "C3H6N2O4", "method": "ωB97M-V/def2-TZVPD", "spin_multiplicity": 1, "fmax_ev_per_a": 1.948, "homo_lumo_gap_ev": 10.254, "molar_mass_g_mol": 134.09, "relative_energy_ev": 4.293, "smiles": "O=C(CC(=O)NO)NO", "e_lumo_ev": 0.7, "symbols": ["O", "C", "C", "C", "O", "N", "O", "N", "O", "H", "H", "H", "H", "H", "H"], "xyz": [[-1.7281, -0.1276, -1.6027], [-1.2924, -0.2401, -0.4738], [-0.9150, 0.8864, 0.4567], [0.5968, 0.6340, 0.7537], [1.0330, 0.3512, 1.8562], [1.4042, 0.9954, -0.2664], [2.7844, 0.9954, -0.0390], [-0.7723, -1.4304, -0.0366], [-0.8255, -2.5290, -0.8889], [-1.1031, 1.8405, -0.0313], [-1.4482, 0.7944, 1.4003], [1.1932, 0.9768, -1.2521], [2.8777, 0.7228, 0.8961], [-0.5089, -1.6851, 0.9041], [-1.2956, -2.1846, -1.6763]]}

***

No. 4
{"formula": "CH6OS2", "method": "ωB97M-V/def2-TZVPD", "spin_multiplicity": 1, "fmax_ev_per_a": 0.901, "homo_lumo_gap_ev": 9.636, "molar_mass_g_mol": 98.19, "relative_energy_ev": 0.564, "smiles": "CO.SS", "e_lumo_ev": 0.3, "symbols": ["C", "O", "H", "H", "H", "H", "S", "S", "H", "H"], "xyz": [[-2.7077, -0.6085, -0.5170], [-2.1911, 0.2877, 0.4509], [-3.6171, -1.1353, -0.1987], [-1.9844, -1.3719, -0.8183], [-3.0303, -0.0446, -1.3932], [-2.0083, -0.2499, 1.2143], [1.4024, 0.0273, 1.0624], [1.1733, 0.1481, -1.0282], [1.3109, 1.3604, 1.2966], [-0.1634, 0.3574, -0.9657]]}